No. 1
A 3-piece molecular cluster, C8H6Cl8 overall. Source: the OMol25 dataset; level of theory: ωB97M-V/def2-TZVPD.

Its SMILES is ClC(Cl)(Cl)Cl.ClC(Cl)(Cl)Cl.c1ccccc1. For the energy relative to the best compared isomer or geometry (same formula, charge and spin), the calculation gives 0.0 kJ/mol. For the frontier orbital gap, the calculation gives 9.575 eV.

Structure (XYZ):
```
22
C8H6Cl8 | the OMol25 dataset | ωB97M-V/def2-TZVPD
C 1.21879 -4.75176 1.46914
Cl 1.27452 -6.49909 1.61136
Cl -0.10380 -4.11037 2.44466
Cl 2.74828 -4.08782 2.06496
Cl 0.99716 -4.28285 -0.21423
C -1.28814 4.34187 -3.19125
Cl 0.14778 5.35940 -3.13558
Cl -0.79504 2.66843 -3.37186
Cl -2.17835 4.53058 -1.66818
Cl -2.30779 4.82527 -4.53722
C 0.74978 -0.63877 -0.14444
C 0.90400 -0.76686 1.22221
C 0.15955 0.04054 2.08152
C -0.71494 0.98510 1.56955
C -0.85400 1.12225 0.19543
C -0.12783 0.30167 -0.65715
H 1.31256 -1.29861 -0.79268
H 1.66639 -1.41841 1.63060
H 0.28318 -0.09355 3.14952
H -1.32134 1.58760 2.23415
H -1.53697 1.84931 -0.22603
H -0.23380 0.33608 -1.73448
```

=====

No. 2
One molecule with the formula C8H6ClF. Source: the OMol25 dataset; level of theory: ωB97M-V/def2-TZVPD.

Its SMILES is C#C[C@@]1(Cl)CC=CC=C1F. For the frontier orbital gap, the calculation gives 8.928 eV.

Structure (XYZ):
```
16
C8H6ClF | the OMol25 dataset | ωB97M-V/def2-TZVPD
C 0.55457 -1.23558 -3.27191
C 0.62712 -1.11478 -2.08272
C -0.76673 0.15943 1.72654
C -1.02660 -1.17026 1.19612
C 0.05507 0.90169 0.97788
C -0.63599 -1.61326 0.02985
C 0.72894 0.45793 -0.26395
C 0.54673 -0.96688 -0.66982
F -1.26262 -2.64446 -0.56793
Cl 1.96196 -2.04157 0.05181
H 0.50490 -1.25850 -4.23691
H -1.23824 0.46758 2.59905
H -1.63199 -1.79448 1.93952
H 0.10938 1.92217 1.19781
H 0.39450 1.16330 -1.03670
H 1.72930 0.62269 -0.26825
```

=====

No. 3
A 2-piece molecular cluster, C8H6ClNO overall. Source: the OMol25 dataset; level of theory: ωB97M-V/def2-TZVPD.

For the energy relative to the best compared isomer or geometry (same formula, charge and spin), the calculation gives 351.5 kJ/mol. For the frontier orbital gap (spin up / spin down), the calculation gives 6.082 / 6.084 eV.

Structure (XYZ):
```
17
C8H6ClNO | the OMol25 dataset | ωB97M-V/def2-TZVPD
C 1.09952 0.41857 -3.14445
C -0.05967 -0.70130 1.53381
C -1.24955 -0.27856 0.93159
C 1.03840 -0.99213 0.71609
C -1.35999 -0.07413 -0.42295
C 0.95049 -0.83152 -0.66837
C -0.21291 -0.24716 -1.23651
C -0.10189 0.09053 -2.57131
N 2.14014 0.58558 -3.56367
O -0.08456 2.48513 -1.86154
Cl -1.56894 0.13291 -3.56639
H -0.22124 -0.84327 2.59301
H -2.05147 0.08787 1.48910
H 1.81490 -1.58669 1.29338
H -2.21886 0.53713 -0.74935
H 1.77097 -1.01458 -1.37101
H 0.69929 2.54340 -1.44439
```

=====

No. 4
One molecule with the formula C8H6ClNO3S. Source: the OMol25 dataset; level of theory: ωB97M-V/def2-TZVPD.

Its SMILES is O=C(Cl)[C@@](S)(c1ccccc1)[N+](=O)[O-]. For the frontier orbital gap, the calculation gives 8.925 eV.

Structure (XYZ):
```
20
C8H6ClNO3S | the OMol25 dataset | ωB97M-V/def2-TZVPD
C 2.87207 -0.14830 -0.14440
C 2.14006 -0.95318 -0.95066
C 2.29385 0.75087 0.70140
C 0.74459 -0.95518 -0.91204
C 0.86724 0.79663 0.73465
C 0.03307 -0.04167 -0.06640
C -2.26800 -1.12809 -0.57807
C -1.41986 -0.09827 0.22002
N -2.02964 1.28256 -0.30435
O -1.39619 1.67823 -1.26008
O -2.20094 -1.25340 -1.73790
O -2.93788 1.72104 0.27422
S -1.64393 -0.05796 2.00888
Cl -3.26920 -2.12408 0.41037
H 4.02622 -0.28019 -0.01960
H 2.64055 -1.61065 -1.67737
H 2.95268 1.42069 1.35654
H 0.15800 -1.71032 -1.54346
H 0.42725 1.49193 1.44119
H -1.98992 1.21933 2.04706
```

=====

No. 5
One molecule with the formula C8H6I2NPS. Source: the OMol25 dataset; level of theory: ωB97M-V/def2-TZVPD.

Its SMILES is S=P(I)(I)[C@@H]1C=Nc2ccccc21. For the frontier orbital gap, the calculation gives 6.452 eV.

Structure (XYZ):
```
19
C8H6I2NPS | the OMol25 dataset | ωB97M-V/def2-TZVPD
C 1.44874 1.99754 0.28639
C 1.78991 1.28464 1.47734
C 0.73174 1.44377 -0.72161
C 1.34338 -0.02114 1.61153
C -0.54129 -0.80532 -1.39085
C 0.02381 -2.09046 -0.79020
C 0.31479 0.13859 -0.55125
C 0.74975 -0.57465 0.50683
N 0.41471 -1.92987 0.37222
P -2.23752 -0.53802 -0.34562
S -1.89858 -1.37210 1.34951
I -2.94675 1.90363 -0.54066
I -4.35761 -1.81682 -1.14052
H 1.64444 3.07138 0.38868
H 2.50867 1.65292 2.14333
H 0.25737 2.03132 -1.66198
H 1.42764 -0.61805 2.53458
H -0.49900 -0.65491 -2.47111
H -0.17420 -3.10243 -1.05662
```

=====

No. 6
A 2-piece molecular cluster, C8H6INO overall. Source: the OMol25 dataset; level of theory: ωB97M-V/def2-TZVPD.

For the energy relative to the best compared isomer or geometry (same formula, charge and spin), the calculation gives 254.5 kJ/mol. For the frontier orbital gap (spin up / spin down), the calculation gives 6.660 / 6.659 eV.

Structure (XYZ):
```
17
C8H6INO | the OMol25 dataset | ωB97M-V/def2-TZVPD
C -2.32551 -0.90667 0.37486
C -1.57386 -0.08810 1.26562
C -2.00760 -0.86236 -0.95329
C -0.46665 0.57317 0.83021
C -0.88258 -0.28406 -1.41756
C -0.11436 0.54687 -0.52489
C 1.03266 1.15374 -0.94173
C 2.78271 0.26059 0.32347
N 2.82569 0.53541 1.47018
O 1.51590 1.76531 -1.81255
I 3.83838 -0.68783 -1.23426
H -3.39194 -1.23657 0.64187
H -1.99975 -0.10375 2.32407
H -2.57989 -1.42104 -1.57613
H 0.29146 0.96530 1.58204
H -0.53085 -0.43609 -2.50679
H 3.58619 0.22611 2.15489
```

=====

No. 7
One molecule with the formula C8H6N4O3S. Source: the OMol25 dataset; level of theory: ωB97M-V/def2-TZVPD.

Its SMILES is O=CNc1nc(-c2cc([N+](=O)[O-])c[nH]2)cs1. For the energy relative to the best compared isomer or geometry (same formula, charge and spin), the calculation gives 38.6 kJ/mol. For the frontier orbital gap, the calculation gives 8.246 eV.

Structure (XYZ):
```
22
C8H6N4O3S | the OMol25 dataset | ωB97M-V/def2-TZVPD
O -2.60590 -4.59066 0.96334
O 3.04268 2.92827 1.70068
O 2.62352 4.58555 0.39009
N -0.06705 -1.46549 0.16622
S -2.31452 -2.14426 -0.96105
C -1.47833 -4.39524 1.41429
C -0.96039 -2.41409 0.10957
C -1.68740 -0.55370 -1.31600
C 1.20389 1.30001 0.29653
C -0.52151 -0.37724 -0.60848
C 0.69554 3.09430 -0.96545
C 0.18332 0.91032 -0.60223
C 1.52300 2.67672 0.06636
N -0.60137 -3.44888 0.92660
N -0.12251 2.02989 -1.35546
N 2.44362 3.43201 0.76040
H -1.06107 -5.14767 2.08526
H -2.13578 0.13623 -2.00474
H 1.65495 0.65693 1.03461
H 0.74720 4.09277 -1.42343
H 0.32355 -3.35014 1.38527
H -0.88542 2.04436 -2.06238
```

=====

No. 8
A 2-piece molecular cluster, C8H6NO4S overall. Source: the OMol25 dataset; level of theory: ωB97M-V/def2-TZVPD.

Its charge is -1. For the energy relative to the best compared isomer or geometry (same formula, charge and spin), the calculation gives 393.9 kJ/mol. For the frontier orbital gap (spin up / spin down), the calculation gives 7.723 / 7.426 eV.

Structure (XYZ):
```
20
C8H6NO4S | the OMol25 dataset | ωB97M-V/def2-TZVPD
C -3.72321 -0.03569 0.02976
C -2.99942 -1.20278 0.25029
C -3.09271 1.16984 -0.30228
C -1.60785 -1.18661 0.25931
C -1.70540 1.16093 -0.51153
C -1.05300 -0.00201 -0.15369
C 3.56278 -1.63552 -0.30311
C 1.77361 1.43921 0.02340
N 2.69514 0.65015 0.41629
O 4.58016 -1.08118 -0.59394
O 3.10820 -2.76189 -0.40280
O 4.00617 0.99590 0.85845
O 2.53896 -0.69729 0.52681
S 1.62279 3.02407 -0.22872
H -4.70843 -0.25671 0.14257
H -3.43417 -2.10806 0.45816
H -3.79872 2.08677 -0.56048
H -0.84398 -1.89271 0.40089
H -1.33893 2.11185 -0.85026
H 4.41803 0.22173 0.54089
```

=====

No. 9
C8H6O2 as an isolated structure. Source: the OMol25 dataset; level of theory: ωB97M-V/def2-TZVPD.

For the energy relative to the best compared isomer or geometry (same formula, charge and spin), the calculation gives 473.0 kJ/mol. For the frontier orbital gap, the calculation gives 7.621 eV.

Structure (XYZ):
```
16
C8H6O2 | the OMol25 dataset | ωB97M-V/def2-TZVPD
C -1.03734 -1.62594 -1.75693
C -0.49431 -0.48330 -1.40268
C 0.49710 1.61603 1.38759
C 0.09657 2.40877 0.34701
C 0.25343 0.25486 0.99289
C -0.15845 0.41882 -0.33019
C -0.68763 -1.48175 -3.10479
C 0.57509 -0.99404 1.70949
O -0.39257 -1.18442 -4.17143
O -0.21327 1.72632 -0.73730
H -1.59859 -2.45670 -1.39609
H 0.96927 2.00356 2.26252
H 0.16890 3.57057 0.22268
H -0.02248 -1.73477 1.29057
H 1.69657 -1.25275 1.83244
H 0.34770 -0.78525 2.85421
```

=====

No. 10
An isolated ion of composition C8H7BrClO4 and charge -1. Source: the OMol25 dataset; level of theory: ωB97M-V/def2-TZVPD.

Its SMILES is CO/C([O-])=C/C=C(\C=C(\Cl)Br)C(=O)O. Its charge is -1. For the energy relative to the best compared isomer or geometry (same formula, charge and spin), the calculation gives 91.5 kJ/mol. For the frontier orbital gap, the calculation gives 6.523 eV.

Structure (XYZ):
```
21
C8H7BrClO4 | the OMol25 dataset | ωB97M-V/def2-TZVPD
C -0.57631 0.52371 -1.57293
C -1.28317 0.56928 -0.41649
C 1.55588 -0.02258 -0.55981
C 0.77598 0.04575 -1.64847
C 1.21199 -0.63962 -2.83317
C -0.79808 -0.06887 0.82232
C 1.16521 0.70511 0.64589
C -1.02336 -0.16829 3.14381
O 0.20688 -1.20719 -3.61608
O 2.42368 -0.95303 -2.95705
O -0.85587 -1.31997 0.84934
O -1.10965 0.57159 1.94393
Cl 2.07835 0.22356 2.03099
Br 0.75515 2.73522 0.68763
H -0.98992 0.99281 -2.45917
H -2.28914 0.84506 -0.59062
H 2.46836 -0.72427 -0.74576
H -0.39029 0.29788 3.81328
H -0.76589 -1.20863 2.89146
H -1.97880 -0.25845 3.63587
H -0.58099 -0.93904 -3.06497
```

=====

No. 11
One molecule with the formula C8H7ClN2O3S. Source: the OMol25 dataset; level of theory: ωB97M-V/def2-TZVPD.

For the frontier orbital gap (spin up / spin down), the calculation gives 7.537 / 6.763 eV. As for the spin multiplicity: 3.

Structure (XYZ):
```
22
C8H7ClN2O3S | the OMol25 dataset | ωB97M-V/def2-TZVPD
C 2.92329 -1.34179 0.28277
C 3.31365 -0.40578 1.24475
C 1.72746 -1.17965 -0.37759
C 2.57052 0.75065 1.50025
C 1.01304 -0.03629 -0.10125
C 1.39322 0.95217 0.76676
C -0.27971 0.48139 -0.51477
C -1.26575 -0.08310 -1.46785
N -0.57594 1.62534 0.06054
N -3.28700 0.47419 0.13406
O -2.08542 -1.73745 0.49361
O 0.47974 1.91601 0.84253
O -4.28400 0.92098 -1.17686
S -2.64188 -1.02561 -0.60689
Cl -4.21752 0.15812 1.48381
H 3.39123 -2.24116 0.07336
H 4.25622 -0.74128 1.90640
H 1.55013 -1.80605 -1.18245
H 2.97002 1.62244 2.06611
H -1.57306 0.66496 -2.23773
H -0.70888 -0.85883 -2.06180
H -4.66934 1.89075 -1.12773
```

=====

No. 12
A 2-piece molecular cluster, C8H7F5OSi overall. Source: the OMol25 dataset; level of theory: ωB97M-V/def2-TZVPD.

For the energy relative to the best compared isomer or geometry (same formula, charge and spin), the calculation gives 198.6 kJ/mol. For the frontier orbital gap, the calculation gives 9.221 eV.

Structure (XYZ):
```
22
C8H7F5OSi | the OMol25 dataset | ωB97M-V/def2-TZVPD
C 2.00922 2.49699 -0.97409
C 0.84509 2.24638 -1.67161
C 2.28756 1.74569 0.16077
C -0.00989 1.21141 -1.33432
C 1.40136 0.72837 0.58444
C 0.30867 0.46947 -0.20072
C -2.68531 -0.97261 0.65490
C -0.09890 -2.74123 -0.30778
O -0.16126 -0.88692 2.65847
F -3.41861 -1.03994 -0.56635
F -0.73232 -3.74780 0.23229
F 1.21555 -2.80944 -0.08119
F -0.22394 -2.80798 -1.64323
F -1.40695 -0.41795 3.19704
Si -0.80895 -0.97822 0.33204
H 2.77877 3.21556 -1.22444
H 0.52097 3.02374 -2.31070
H 3.23670 1.92817 0.57548
H -0.82821 0.84802 -2.08031
H 1.73073 0.38302 1.49918
H -2.91303 -0.08672 1.25281
H -3.04725 -1.80803 1.24733
```

=====

For reference, max |F| by record: 0.013, 0.102, 0.116, 0.094, 0.082, 0.119, 0.083, 0.070, 0.087, 0.083, 0.124, 0.073 Eh/bohr.
For reference, E by record: -3989.944861, -868.358835, -898.448972, -1447.159934, -1698.095443, -735.988264, -1151.294442, -1062.177701, -458.752265, -3644.172116, -1502.335827, -1172.919193 hartree.